ORCA calculation (ωB97M-V/def2-TZVPD) on a 7-piece molecular cluster, H14O7 overall at a distorted geometry.

XYZ file:
```
21
Properties=species:S:1:pos:R:3:forces:R:3:lowdin_spin:R:1
O -0.6172 -0.1347 -1.9034 0.34 -1.43 1.28 0.00
O 0.6845 -2.3254 -0.0309 -0.35 0.06 -1.19 0.01
O 1.1999 0.0819 1.8484 -2.40 -1.50 0.77 0.27
O 2.8439 1.0087 -0.8324 -3.56 -2.95 2.63 0.00
H 0.2437 -0.1788 -2.3478 -0.25 0.05 0.01 0.00
H -0.5890 -0.9729 -1.3458 0.06 1.29 -1.11 0.00
H 1.1554 -2.9946 0.4360 0.64 -1.24 0.16 0.00
H 0.5057 -1.7274 0.6679 -0.41 1.29 1.07 0.00
H 0.7454 0.8992 1.7163 -0.10 1.30 0.06 0.00
H 2.0618 0.1110 1.5211 2.59 0.53 -1.00 0.00
H 2.9662 1.7948 -1.2143 -0.20 5.60 -2.28 0.00
H 3.6815 0.7309 -1.0165 3.78 -2.58 -0.33 0.00
O -1.8908 1.0451 0.6537 0.02 -0.84 0.95 0.14
O 0.4632 2.5393 0.3988 -0.12 -0.71 -0.34 0.58
O -3.0841 -1.5857 0.3888 0.05 -0.67 -1.65 0.00
H -0.4922 2.2818 0.5049 -0.62 -0.14 0.00 0.00
H 0.6623 2.3422 -0.5518 -0.02 -0.07 0.39 0.00
H -1.8975 0.3495 -0.0428 -0.04 0.44 0.25 0.00
H -2.2474 0.5492 1.4527 0.50 0.85 -1.25 0.00
H -3.8144 -1.4941 -0.2653 0.40 0.13 0.81 0.00
H -2.5806 -2.3199 -0.0376 -0.31 0.59 0.77 0.00
```
Positions in Å, forces in eV/Å.

<S²>	0.76
total charge	+1
ΔE to the lowest compared entry with this formula, charge and spin	1.3068	eV
DFT total energy	-14548.702	eV
2S+1	2
Kohn-Sham gap (spin up / spin down)	11.8 / 4.2	eV

ORCA calculation (ωB97M-V/def2-TZVPD) on H14O7Pt as an isolated structure.

XYZ file:
```
22
Properties=species:S:1:pos:R:3:forces:R:3:lowdin_spin:R:1
Pt -0.1299 -0.3895 -0.0646 0.01 0.00 -0.31 1.28
O 2.3256 2.6468 0.4137 -0.32 -0.77 0.07 0.22
H 2.9653 3.1403 -0.0996 0.46 0.23 -0.44 0.00
H 1.9535 3.2906 1.0165 -0.27 0.42 0.38 0.00
O -2.5951 -1.6489 -2.4186 0.45 0.19 0.54 0.03
H -3.5215 -1.4083 -2.4288 -0.36 0.10 0.04 0.00
H -2.4207 -1.9698 -3.3034 0.15 -0.15 -0.33 0.00
O 1.8306 -0.1882 -3.0422 -0.45 -0.02 0.60 0.01
H 2.4962 -0.7613 -3.4226 0.22 -0.29 -0.08 0.00
H 1.9154 0.6328 -3.5270 -0.02 0.29 -0.17 0.00
O 2.9729 -1.6138 1.5767 -0.71 0.23 -0.24 0.11
H 3.4205 -1.0900 2.2412 0.22 0.29 0.30 0.00
H 3.5377 -2.3763 1.4516 0.25 -0.42 -0.16 0.00
O -0.9456 1.1983 3.3342 0.22 -0.22 -0.71 0.12
H -1.7030 1.5193 3.8234 -0.48 0.11 0.19 0.00
H -0.2036 1.3362 3.9229 0.34 0.02 0.33 0.00
O -1.6236 -3.3420 1.5027 0.41 0.77 -0.13 0.17
H -1.2035 -4.1991 1.5744 0.33 -0.49 0.02 0.00
H -2.5611 -3.5296 1.5496 -0.59 -0.03 -0.01 0.00
O -1.9020 2.6865 -1.2015 0.43 -0.52 0.26 0.05
H -2.5643 3.2215 -0.7639 -0.26 0.22 0.24 0.00
H -2.0439 2.8448 -2.1348 -0.03 0.05 -0.41 0.00
```
Positions in Å, forces in eV/Å.

<S²>	2.01
total charge	+2
ΔE to the lowest compared entry with this formula, charge and spin	7.3094	eV
DFT total energy	-17781.313	eV
2S+1	3
Kohn-Sham gap (spin up / spin down)	6.9 / 2.8	eV

ORCA calculation (ωB97M-V/def2-TZVPD) on H14O8Zr as an isolated structure at a distorted geometry.

XYZ file:
```
23
Properties=species:S:1:pos:R:3:forces:R:3:nbo_charge:R:1
Zr -0.2115 -0.2142 -0.2400 -1.47 -0.87 1.29 2.31
O -0.0655 -0.6582 1.6820 0.95 0.29 0.95 -1.09
H 0.4755 -0.4132 2.4800 -1.20 -0.54 -1.24 0.51
O -1.0945 -0.0742 -1.9890 1.04 -0.30 0.75 -1.08
H -1.6115 0.0138 -2.7740 -0.53 0.01 -0.64 0.52
O -0.4155 -2.4092 -0.4480 -0.25 -0.76 -2.07 -0.92
H -0.5045 -2.8442 -1.3320 -0.05 0.42 0.88 0.54
H -0.2015 -3.0972 0.1760 0.10 -0.37 0.72 0.54
O 1.5455 1.6348 1.3320 -0.07 0.34 -1.41 -0.96
H 1.8465 1.4718 2.2050 0.43 -0.24 1.48 0.50
H 2.0875 2.3778 1.0430 0.04 0.16 0.10 0.49
O 0.9815 1.2958 -1.2150 0.56 0.61 -0.04 -0.91
H 1.9035 1.5258 -1.1760 0.88 0.06 0.53 0.53
H 0.7185 1.5598 -2.0800 -0.85 0.27 -1.45 0.54
O -1.0645 1.5918 0.5170 -1.49 1.95 1.02 -0.93
H -1.7005 1.6568 1.2860 1.13 -0.01 -1.12 0.55
H -0.7785 2.5008 0.2790 -0.29 -0.67 0.28 0.55
O -2.3925 -0.7922 0.2410 -0.65 0.21 0.38 -0.92
H -2.9615 -0.4462 0.9440 0.18 -0.25 0.09 0.52
H -2.9985 -1.1282 -0.4320 0.12 0.04 -0.16 0.53
O 1.8075 -0.9872 -0.2020 1.55 -0.40 2.16 -0.93
H 2.2985 -1.2832 0.6210 -1.05 0.53 -1.09 0.56
H 2.3355 -1.2822 -0.9190 0.91 -0.48 -1.41 0.53
```
Positions in Å, forces in eV/Å.

total charge	+2
DFT total energy	-17876.920	eV
Kohn-Sham gap	11.5	eV

Question: Which formula does entry 1 have?
Answer: H14O7

Question: DFT total energy of number 1 (H14O7)?
Answer: -14548.702 eV